Formula: C5H9N
Source: OMol25
Level of theory: wB97M-V/def2-TZVPD

Element x y z (Å)
H: 1.1020 1.7332 0.0538
H: 2.2940 -0.9466 1.1123
H: -1.2272 -2.1750 -0.7378
H: -0.1110 -0.5322 1.7918
C: -1.6079 -1.1626 -0.5676
C: -1.1066 0.7259 -1.1542
H: -1.4131 1.7475 -0.9127
H: 1.5099 1.3894 1.8039
H: -2.6781 -1.0117 -0.5241
C: 0.2266 -0.1409 0.8362
H: 1.8410 -0.5499 -0.6195
N: -0.7900 -0.1623 -0.1753
C: 1.6575 -0.3814 0.4381
C: 1.2022 0.9926 0.8414
H: -0.8991 0.4740 -2.1861

Its LUMO energy is 0.8960 eV. Its HOMO energy is -7.84 eV. As for the energy relative to the best compared isomer or geometry (same formula, charge and spin): 4.290 eV. As for the largest force on an atom: 0.295 eV/Å.